C16H58N5O9 as an isolated structure at a distorted geometry. Source: the OMol25 dataset; level of theory: ωB97M-V/def2-TZVPD.

Geometry (Å):
N  0.0705  0.3121  0.4696
H  -0.4360  1.1971  0.7131
H  -0.2641  0.0101  -0.4701
H  -0.3659  -0.3717  1.1100
H  1.0873  0.3536  0.5215
N  2.0870  3.4600  1.7831
H  1.1204  3.6404  1.3734
H  2.5036  2.5992  1.3776
H  1.8450  3.2140  2.7432
H  2.7084  4.2568  1.7585
C  -2.1724  2.5932  2.4659
O  -1.3629  2.5575  1.3408
H  -1.9338  3.3439  3.2324
H  -3.2018  2.7097  2.0884
H  -2.2703  1.6419  3.0188
C  4.0054  0.7165  0.2711
O  2.6866  1.0367  0.6576
H  4.4573  1.5165  -0.3246
H  4.6366  0.6459  1.1708
H  4.0900  -0.2595  -0.2201
C  -1.5118  -2.2822  -2.7871
C  -0.8210  -0.9498  -3.0736
O  -0.9439  0.0735  -2.1520
H  -2.5727  -2.0754  -2.6413
H  -1.0774  -2.7961  -1.9252
H  -1.3038  -2.9584  -3.6219
H  -1.2297  -0.5900  -4.0329
H  0.2624  -1.1190  -3.2112
O  2.5631  0.3479  3.3545
H  2.6446  0.5883  2.4019
H  3.3080  -0.2366  3.5233
O  -0.2900  3.8906  0.5081
H  -0.0973  3.3385  -0.2983
H  -0.9181  3.3200  1.0321
O  -3.3227  1.2588  -1.1119
H  -3.5918  0.7779  -0.3234
H  -2.5236  0.7875  -1.4275
C  -1.9848  -3.3127  1.3858
C  -2.4964  -1.8752  1.3017
C  -3.9638  -1.8841  1.6244
O  -4.3466  -0.5265  1.4197
C  -5.4188  0.0043  2.2129
N  -1.6371  -1.0863  2.2135
H  -2.1924  -3.7477  2.3662
H  -0.9200  -3.3443  1.1559
H  -2.5205  -3.8974  0.6340
H  -2.2657  -1.4944  0.3038
H  -4.1379  -2.2766  2.6316
H  -4.4876  -2.5358  0.9178
H  -6.3015  -0.6390  2.1267
H  -5.7845  0.9253  1.7639
H  -5.1072  0.0976  3.2522
H  -1.5614  -1.6111  3.0828
H  -2.1748  -0.2759  2.5145
C  2.1564  2.3358  -3.2838
C  0.7934  2.9180  -2.9303
C  -0.2365  2.6773  -4.0444
O  -1.3805  3.4853  -3.8954
C  -1.2587  4.8731  -4.1900
N  0.3989  2.3324  -1.6387
H  2.5459  2.9350  -4.1194
H  2.2086  1.3245  -3.6878
H  2.8414  2.4970  -2.4531
H  0.8700  4.0016  -2.8067
H  -0.4321  1.6043  -4.0279
H  0.1988  2.9840  -5.0047
H  -2.2632  5.2744  -4.1007
H  -0.8723  4.9206  -5.2144
H  -0.5415  5.3662  -3.5314
H  1.2234  2.0537  -1.1070
H  -0.0144  1.4077  -1.7974
C  1.7983  -3.2350  -0.9127
C  2.0369  -3.3191  0.5974
C  3.4587  -3.7574  0.9434
O  3.6945  -3.9648  2.3373
C  2.9731  -5.0497  2.8977
N  1.7188  -2.0041  1.1703
H  2.2681  -4.0920  -1.4130
H  2.4462  -2.4656  -1.3398
H  0.7576  -3.2372  -1.2175
H  1.3457  -4.0186  1.0774
H  4.1266  -2.9647  0.6052
H  3.6419  -4.7113  0.4362
H  2.0004  -4.6867  3.2323
H  3.4931  -5.2252  3.8464
H  3.0865  -6.0153  2.4027
H  1.9269  -1.9438  2.1632
H  2.4247  -1.3703  0.8044

For the frontier orbital gap, the calculation gives 6.50 eV. Its net charge is -1. Its LUMO energy is 2.478 eV. The calculated total energy comes out at -1595.13667 a.u.

In the Löwdin picture, each atom carries the following charge in e: number 1, N, carries 0.232; number 2, H, carries 0.089; number 3, H, carries 0.073; number 4, H, carries 0.049; number 5, H, carries 0.034; number 6, N, carries 0.249; number 7, H, carries 0.067; number 8, H, carries 0.058; number 9, H, carries 0.122; number 10, H, carries 0.118; number 11, C, carries -0.192; number 12, O, carries -0.176; number 13, H, carries 0.067; number 14, H, carries 0.068; number 15, H, carries 0.037; number 16, C, carries -0.268; number 17, O, carries -0.450; number 18, H, carries 0.053; number 19, H, carries 0.053; number 20, H, carries 0.048; number 21, C, carries -0.111; number 22, C, carries -0.459; number 23, O, carries -0.366; number 24, H, carries 0.069; number 25, H, carries 0.026; number 26, H, carries 0.060; number 27, H, carries 0.086; number 28, H, carries 0.088; number 29, O, carries -0.098; number 30, H, carries -0.025; number 31, H, carries 0.019; number 32, O, carries -0.179; number 33, H, carries -0.011; number 34, H, carries -0.392; number 35, O, carries -0.086; number 36, H, carries -0.017; number 37, H, carries -0.012; number 38, C, carries -0.061; number 39, C, carries -0.414; number 40, C, carries -0.195; number 41, O, carries -0.214; number 42, C, carries -0.084; number 43, N, carries 0.050; number 44, H, carries 0.077; number 45, H, carries 0.059; number 46, H, carries 0.079; number 47, H, carries 0.133; number 48, H, carries 0.128; number 49, H, carries 0.128; number 50, H, carries 0.079; number 51, H, carries 0.088; number 52, H, carries 0.085; number 53, H, carries 0.087; number 54, H, carries 0.056; number 55, C, carries -0.068; number 56, C, carries -0.386; number 57, C, carries -0.186; number 58, O, carries -0.182; number 59, C, carries -0.098; number 60, N, carries 0.037; number 61, H, carries 0.065; number 62, H, carries 0.077; number 63, H, carries 0.066; number 64, H, carries 0.119; number 65, H, carries 0.109; number 66, H, carries 0.113; number 67, H, carries 0.086; number 68, H, carries 0.076; number 69, H, carries 0.075; number 70, H, carries 0.052; number 71, H, carries 0.022; number 72, C, carries -0.036; number 73, C, carries -0.437; number 74, C, carries -0.198; number 75, O, carries -0.194; number 76, C, carries -0.119; number 77, N, carries 0.070; number 78, H, carries 0.073; number 79, H, carries 0.084; number 80, H, carries 0.052; number 81, H, carries 0.114; number 82, H, carries 0.126; number 83, H, carries 0.117; number 84, H, carries 0.086; number 85, H, carries 0.081; number 86, H, carries 0.090; number 87, H, carries 0.069; number 88, H, carries 0.041